C3H8B3BrCaO4S | ωB97M-V/def2-TZVPD

The gap between HOMO and LUMO is 0.16652 Eh. As for the total charge: +2. Its max |F| is 0.9 eV/Å. As for the HOMO energy: -0.5370 Ha. The calculated total energy is -4144.13060 Eh. The LUMO energy comes out at -10.08 eV.

Atoms and positions in Å:
C1 -0.8853 -2.3353 -1.2700
C2 0.2062 -1.3955 -1.7396
O1 -0.3696 -0.1412 -2.0904
C3 0.5152 0.9477 -1.9071
B1 0.5884 1.3250 -0.3958
O2 -0.6005 1.2640 0.4005
B2 -0.4768 1.3681 1.7148
S1 -1.9097 0.8696 2.8756
O3 0.6400 1.6859 2.4129
B3 1.8116 1.4427 1.6413
Br1 3.2641 0.6003 2.4899
O4 1.7257 1.6879 0.3106
H1 -0.4669 -3.1412 -0.6665
H2 -1.4164 -2.7848 -2.1069
H3 -1.6203 -1.7819 -0.6810
H4 0.9730 -1.2576 -0.9604
H5 0.7235 -1.8018 -2.6131
H6 1.5067 0.7684 -2.3361
H7 0.0992 1.7971 -2.4616
H8 -3.0740 1.1927 2.2901
Ca1 -1.2341 -0.3099 5.0929